# 1
{
  "formula": "C24H43FeN2P3S2",
  "method": "ωB97M-V/def2-TZVPD",
  "gap_ev": [5.95, 2.44],
  "s_squared": 8.79,
  "total_energy_ev": -112461.7542,
  "lumo_energy_ha": [-0.33580, -0.46479],
  "total_charge": 3,
  "spin_multiplicity": 6,
  "e_above_lowest_ev": 2.1159,
  "largest_force_ev_per_a": 3.18,
  "homo_energy_ev": [-15.1, -15.1],
  "elements": ["Fe", "P", "P", "P", "H", "C", "C", "H", "C", "C", "C", "C", "C", "C", "C", "C", "C", "H", "H", "H", "H", "H", "H", "H", "H", "H", "H", "H", "H", "H", "H", "H", "H", "H", "H", "H", "H", "H", "H", "H", "H", "H", "H", "H", "H", "H", "C", "C", "C", "C", "C", "C", "S", "H", "H", "H", "H", "H", "H", "N", "C", "N", "C", "C", "C", "C", "C", "C", "S", "H", "H", "H", "H", "H", "H"],
  "positions_angstrom": [[-0.105768, -0.022370, -0.335786], [0.900366, -0.565961, 1.896208], [1.925997, -0.177749, -1.303585], [-2.255068, -0.567196, 0.656884], [-1.544714, -4.070195, -6.792592], [-2.567175, -3.701673, -6.709099], [-2.831656, -2.485868, -7.185698], [-2.005740, -1.899278, -7.587572], [1.133116, -2.379129, 2.158189], [2.573209, 0.096692, 2.295508], [0.011465, -0.062456, 3.433523], [1.942238, -0.106635, -3.129140], [3.236474, 1.040197, -0.877535], [2.670251, -1.848233, -1.040721], [-3.731239, -0.777971, -0.425512], [-2.836419, 0.858154, 1.679799], [-2.426479, -2.098677, 1.679271], [-3.334646, -4.402776, -6.366584], [-3.857481, -2.138812, -7.336510], [1.571764, -2.568502, 3.149494], [1.801375, -2.785563, 1.389434], [0.170167, -2.899659, 2.085165], [2.823195, -0.152570, 3.339291], [2.569987, 1.188259, 2.176403], [3.338405, -0.332570, 1.634187], [0.636974, -0.286168, 4.311542], [-0.938058, -0.599381, 3.540344], [-0.186961, 1.016182, 3.412064], [2.945661, -0.394103, -3.476051], [1.706519, 0.909174, -3.469498], [1.198278, -0.798008, -3.545985], [4.157909, 0.531571, -0.554670], [2.900395, 1.711630, -0.076334], [3.461540, 1.655534, -1.759448], [3.387380, -2.044406, -1.853974], [1.863369, -2.597414, -1.079923], [3.179500, -1.912058, -0.068998], [-4.614095, -1.001999, 0.187611], [-3.575439, -1.595123, -1.139934], [-3.905256, 0.142102, -0.994459], [-3.844888, 0.677336, 2.086615], [-2.861656, 1.753702, 1.040863], [-2.152677, 1.072975, 2.506600], [-3.486960, -2.381270, 1.760178], [-2.014438, -1.998719, 2.689111], [-1.899958, -2.924176, 1.181025], [-1.431539, -1.793843, -3.388457], [-1.350839, -3.019285, -2.702715], [-0.997091, -4.170222, -3.432057], [-0.523542, -4.048879, -4.744231], [-0.383818, -2.780338, -5.348402], [-1.017938, -1.704475, -4.731045], [-1.668030, -0.258722, -2.614034], [-0.759639, -0.930669, -1.548548], [-1.474588, -3.030179, -1.621368], [-1.011312, -5.167022, -2.962020], [-0.337571, -4.943534, -5.346355], [0.134236, -2.635075, -6.316998], [-1.234639, -0.768243, -5.233565], [-0.570501, 2.884793, -2.677255], [-0.479546, 3.394314, -1.444811], [-0.117214, 2.722071, -0.363229], [0.029946, 3.600789, 0.722156], [0.473694, 3.252317, 2.007167], [0.541479, 4.234824, 3.006120], [0.170123, 5.554326, 2.733037], [-0.273511, 5.921889, 1.458126], [-0.325807, 4.962630, 0.450568], [-0.765816, 5.151383, -1.236310], [-0.846575, 3.525935, -3.416965], [-0.688515, 1.879888, -2.809224], [0.788621, 2.218091, 2.181681], [0.875808, 3.950443, 4.000431], [0.275967, 6.319400, 3.495815], [-0.568000, 6.940756, 1.224719]],
  "forces_ev_per_angstrom": [[-0.8, 2.3, 2.1], [0.6, -0.3, 1.6], [2.6, -0.5, -1.6], [-2.0, -0.1, 1.0], [-0.6, -0.3, -0.5], [0.5, -2.0, 0.5], [-0.4, 1.5, -1.1], [-0.4, 0.2, 0.1], [-0.1, 0.1, -0.2], [0.0, 0.0, -0.2], [-0.1, 0.0, 0.0], [-0.2, 0.0, -0.2], [-0.1, 0.2, 0.3], [-0.2, 0.1, 0.0], [0.1, 0.0, -0.2], [0.2, 0.0, 0.0], [0.1, -0.1, 0.0], [0.3, 0.3, 0.1], [0.4, 0.0, 0.2], [-0.1, 0.1, -0.3], [-0.2, 0.1, 0.3], [0.3, 0.1, 0.1], [-0.1, 0.0, -0.4], [0.1, -0.3, 0.1], [-0.2, 0.2, 0.2], [-0.1, 0.0, -0.3], [0.3, 0.2, 0.0], [0.0, -0.3, 0.1], [-0.3, 0.2, 0.0], [0.1, -0.2, 0.1], [0.2, 0.1, 0.1], [-0.3, 0.1, -0.2], [0.1, -0.2, -0.2], [-0.1, -0.2, 0.2], [-0.2, 0.1, 0.4], [0.4, 0.1, 0.0], [-0.1, 0.0, -0.4], [0.3, 0.1, 0.0], [-0.1, 0.1, 0.2], [0.0, -0.2, 0.2], [0.4, -0.1, -0.2], [0.0, -0.3, 0.1], [-0.2, -0.1, -0.2], [0.3, 0.2, 0.0], [-0.1, 0.0, -0.3], [-0.2, 0.1, 0.1], [1.1, -0.6, -1.7], [0.5, -0.1, -0.7], [0.3, -0.2, 0.0], [-0.3, -0.9, 0.7], [-0.9, 0.4, -0.9], [-0.5, 0.2, 0.8], [0.7, -0.4, 1.4], [-1.3, 0.7, -1.7], [-0.3, -0.3, -0.2], [-0.1, 0.6, -0.3], [0.5, 0.2, 0.5], [-0.4, -0.2, 0.7], [0.7, 0.0, -0.1], [-0.3, -0.3, -0.8], [0.3, 1.0, 1.3], [-0.3, -0.5, -1.0], [-0.3, 0.9, 0.5], [-0.2, 0.3, -0.4], [-0.1, -0.3, -0.5], [0.0, -0.1, -0.4], [0.1, -0.1, -0.2], [0.4, -1.2, 0.6], [0.3, -1.3, 0.4], [0.0, -0.6, 0.2], [0.1, 0.7, -0.1], [-0.2, 0.6, 0.0], [0.0, 0.2, -0.2], [-0.2, -0.2, -0.1], [0.1, -0.1, 0.2]],
  "mulliken_spin": [3.72, 0.13, 0.00, 0.05, 0.02, 0.21, 0.27, 0.01, 0.01, 0.01, 0.02, 0.02, 0.01, 0.02, 0.02, 0.00, 0.00, 0.01, 0.01, 0.00, 0.00, 0.00, 0.00, 0.00, 0.00, 0.00, 0.00, 0.00, 0.00, 0.00, 0.00, 0.00, 0.00, 0.00, 0.00, 0.00, 0.00, 0.00, 0.00, 0.00, 0.00, 0.00, 0.00, 0.00, 0.00, 0.00, 0.00, 0.12, -0.07, 0.19, 0.08, 0.13, 0.11, -0.16, 0.02, 0.00, 0.00, -0.02, 0.00, 0.00, 0.02, -0.01, 0.02, -0.01, 0.00, 0.00, 0.00, 0.00, 0.00, 0.00, 0.00, 0.01, 0.00, 0.00, 0.00]
}

# 2
{
  "formula": "C24H43GeNORuSSi3",
  "method": "ωB97M-V/def2-TZVPD",
  "gap_ev": [5.32, 5.08],
  "s_squared": 1.12,
  "total_energy_ev": -122662.3203,
  "lumo_energy_ha": [-0.41403, -0.42027],
  "total_charge": 3,
  "spin_multiplicity": 2,
  "largest_force_ev_per_a": 2.83,
  "homo_energy_ev": [-16.6, -16.5],
  "elements": ["Ru", "C", "C", "C", "C", "N", "C", "C", "C", "C", "C", "C", "C", "H", "H", "H", "H", "H", "H", "H", "H", "C", "Si", "C", "C", "Ge", "Si", "C", "C", "C", "Si", "C", "C", "C", "H", "H", "H", "H", "H", "H", "H", "H", "H", "H", "H", "H", "H", "H", "H", "H", "H", "H", "H", "H", "H", "H", "H", "H", "H", "H", "H", "O", "S", "C", "C", "C", "C", "H", "H", "H", "H", "H", "H", "H", "H"],
  "positions_angstrom": [[0.668497, -0.564487, 0.458861], [3.307759, 2.601395, 1.916566], [3.834700, 3.081273, 0.722829], [3.348721, 2.600803, -0.482062], [2.323163, 1.655627, -0.475598], [1.886724, 1.146036, 0.693322], [2.345276, 1.608676, 1.851123], [1.585931, 1.177261, -1.648125], [1.672803, 1.787504, -2.897798], [0.846410, 1.382119, -3.929406], [-0.070676, 0.358267, -3.737932], [-0.140318, -0.282989, -2.510080], [0.675002, 0.111126, -1.455308], [3.635725, 2.980919, 2.871696], [4.612464, 3.830372, 0.737195], [3.764951, 2.952715, -1.411490], [1.923493, 1.169509, 2.751221], [2.361713, 2.599680, -3.058334], [0.915629, 1.868870, -4.887204], [-0.732587, 0.072264, -4.540443], [-0.859655, -1.087309, -2.376760], [-1.622769, -5.944124, 0.405906], [-2.257907, -4.167694, 0.206163], [-3.061684, -3.790707, -1.481204], [-2.917731, -3.312510, 1.779898], [0.012586, -2.782799, -0.021596], [1.098607, -2.600722, 2.483778], [2.836860, -1.840913, 2.166055], [0.079136, -1.504917, 3.670297], [1.148583, -4.451844, 2.936568], [2.013228, -3.698871, -1.793267], [3.273536, -2.302627, -1.494775], [1.050209, -3.637864, -3.423567], [2.439982, -5.380415, -1.022286], [-2.470136, -6.595048, 0.603780], [-0.928200, -6.063663, 1.232546], [-1.148408, -6.312987, -0.501242], [-4.142423, -3.696839, -1.389838], [-2.875040, -4.604654, -2.178492], [-2.684750, -2.871378, -1.927044], [-3.997973, -3.201377, 1.725929], [-2.476273, -2.324265, 1.921017], [-2.702860, -3.908888, 2.663909], [2.828032, -1.039355, 1.411208], [3.554342, -2.585875, 1.834899], [3.223290, -1.409363, 3.085767], [-0.410972, -0.668853, 3.166223], [0.727792, -1.092491, 4.441661], [-0.690148, -2.076653, 4.184004], [1.557444, -5.082512, 2.152645], [0.168047, -4.834128, 3.206500], [1.781024, -4.576827, 3.811257], [2.812394, -1.448098, -0.980511], [3.668858, -1.933584, -2.437572], [4.122748, -2.641140, -0.903752], [0.724024, -2.628595, -3.665738], [0.179860, -4.289453, -3.415280], [1.685352, -3.971411, -4.242289], [3.064830, -5.288171, -0.135903], [3.009119, -5.954855, -1.749873], [1.564794, -5.971760, -0.767199], [-1.317956, 0.260485, 1.344427], [-2.089972, 1.517651, 0.927935], [-3.500189, 1.558051, 2.097363], [-4.546257, 0.615456, 1.535436], [-4.572208, 0.857872, 0.029639], [-3.125484, 0.861551, -0.442390], [-3.845485, 2.590308, 2.110531], [-3.131994, 1.284914, 3.085472], [-5.522589, 0.801035, 1.982382], [-4.266924, -0.417676, 1.750261], [-5.053410, 1.811558, -0.188215], [-5.143169, 0.080104, -0.475966], [-2.958259, 1.457699, -1.336644], [-2.742206, -0.150696, -0.600911]],
  "forces_ev_per_angstrom": [[-1.0, 0.0, 2.6], [-0.2, -0.2, -0.1], [-0.1, -0.1, 0.0], [-0.2, -0.2, 0.1], [0.5, 0.5, -0.1], [-0.6, 0.3, -1.2], [0.3, 0.2, 0.7], [-0.1, -0.3, 0.0], [-0.1, -0.2, 0.2], [0.0, -0.1, -0.1], [0.1, 0.2, 0.0], [-0.1, -0.1, 0.4], [0.1, -0.1, 0.0], [0.0, 0.0, 0.1], [0.1, 0.0, 0.0], [0.0, 0.1, -0.1], [0.0, 0.1, 0.0], [0.1, 0.2, 0.0], [0.0, 0.1, -0.2], [0.0, -0.1, -0.1], [0.0, 0.0, 0.0], [-0.3, 0.8, -0.1], [0.4, -0.3, -0.3], [0.3, -0.1, 0.7], [0.4, -0.3, -0.7], [-0.7, -0.3, -0.9], [0.8, 1.0, 1.3], [-0.8, -0.4, -0.3], [0.2, -0.4, -0.7], [-0.6, 0.6, -0.9], [0.2, 0.0, -0.2], [-0.5, -0.3, 0.1], [0.2, 0.0, 0.8], [-0.3, 0.8, -0.2], [-0.2, -0.1, 0.1], [0.1, 0.1, 0.1], [0.0, 0.1, -0.1], [-0.1, 0.0, 0.1], [0.1, -0.1, 0.0], [0.0, 0.1, 0.0], [-0.2, 0.0, -0.1], [0.0, 0.1, -0.1], [0.1, -0.1, 0.0], [0.2, -0.1, 0.2], [0.0, -0.2, -0.1], [-0.1, 0.1, 0.2], [0.0, 0.0, 0.0], [0.3, 0.0, 0.0], [-0.1, -0.2, -0.1], [0.1, -0.1, -0.1], [-0.2, 0.0, 0.0], [0.3, 0.3, 0.2], [0.1, -0.2, -0.2], [-0.1, 0.0, -0.3], [0.0, -0.1, 0.1], [0.1, 0.1, 0.1], [-0.1, -0.1, 0.1], [0.3, -0.1, 0.0], [0.0, 0.2, 0.0], [0.1, -0.1, -0.3], [-0.2, 0.0, -0.1], [2.0, -1.6, -0.2], [-0.8, 0.4, -0.5], [0.2, -0.1, -0.1], [-0.1, -0.1, -0.1], [-0.2, -0.1, 0.2], [-0.1, 0.3, -0.1], [0.0, 0.1, 0.0], [0.1, 0.1, 0.0], [0.1, 0.0, 0.1], [0.0, 0.0, 0.0], [0.0, 0.0, 0.0], [0.0, 0.1, -0.1], [0.1, 0.0, 0.0], [0.1, 0.1, 0.1]],
  "mulliken_spin": [0.19, 0.00, 0.01, -0.01, 0.04, -0.02, 0.01, 0.01, 0.01, -0.01, 0.00, -0.03, 0.04, 0.00, 0.00, 0.00, 0.00, 0.00, 0.00, 0.00, 0.01, 0.00, 0.11, 0.02, 0.05, 0.36, -0.03, 0.04, -0.01, 0.00, 0.16, 0.06, 0.02, 0.03, 0.00, 0.00, 0.00, 0.00, 0.00, 0.00, 0.01, -0.01, 0.00, -0.02, 0.00, 0.00, 0.00, 0.00, 0.00, 0.00, 0.00, 0.00, -0.03, 0.01, 0.01, -0.01, 0.00, 0.01, 0.00, 0.01, 0.00, -0.02, 0.00, 0.00, 0.00, 0.00, 0.00, 0.00, 0.00, 0.00, 0.00, 0.00, 0.00, 0.00, 0.00]
}